No. 1
Computed, not measured: a molecular structure, C4H3O2Sm in a non-equilibrium geometry, with ωB97M-V/def2-TZVPD.

The expectation value of S² is 15.77. The frontier orbital gap (spin up / spin down) comes out at 4.4 / 7.2 eV. The calculation puts the calculated total energy at -962.3306 a.u. The calculation puts the energy relative to the best compared isomer or geometry (same formula, charge and spin) at 320.8 kJ/mol. As for the spin multiplicity: 8. The net charge is 0. As for the highest occupied orbital energy (spin up / spin down): -5.77 / -8.45 eV.

Element x y z (Å)
O1 -0.4495 -0.7825 2.2383
C1 -0.0557 -0.1871 -0.8381
C2 -0.8007 0.2332 1.4559
C3 0.6753 0.1570 -1.9863
O2 1.9151 0.3960 -2.0590
Sm1 -1.4033 -2.6739 0.7673
H1 -0.4544 0.6203 2.6215
H2 0.1175 0.1086 -2.9523
H3 0.5395 1.5194 0.4217
C4 -0.0838 0.6090 0.3309

***

No. 2
Computed, not measured: a molecular structure, C2H5InO in a non-equilibrium geometry, with ωB97M-V/def2-TZVPD.

The frontier orbital gap comes out at 5.3 eV. The calculation puts the calculated total energy at -343.6268 a.u. The calculation puts the energy relative to the best compared isomer or geometry (same formula, charge and spin) at 202.7 kJ/mol. The net charge is +2. As for the highest occupied orbital energy: -21.17 eV.

Element x y z (Å)
H1 -1.5515 -0.4442 -0.2322
O1 1.1843 -0.5684 -0.6230
H2 1.0032 0.3625 1.0539
H3 -1.3150 0.7053 1.0525
H4 0.1634 -1.1850 1.0285
H5 -0.8490 1.2072 -0.5121
C1 -0.8725 0.3273 0.1308
C2 0.4150 -0.3098 0.4295
In1 1.8221 -0.0949 -2.3279

***

No. 3
Computed, not measured: a molecular structure, C3CuO4 in a non-equilibrium geometry, with ωB97M-V/def2-TZVPD.

The expectation value of S² is 0.76. The frontier orbital gap (spin up / spin down) comes out at 8.0 / 8.1 eV. The calculation puts the calculated total energy at -2055.5275 a.u. The calculation puts the energy relative to the best compared isomer or geometry (same formula, charge and spin) at 30.1 kJ/mol. As for the spin multiplicity: 2. The net charge is 0. As for the highest occupied orbital energy (spin up / spin down): -8.59 / -9.18 eV.

Element x y z (Å)
O1 4.1083 -0.1909 0.0766
Cu1 -0.0558 0.2064 -0.2776
O2 -1.5402 1.3148 -0.2496
C1 -2.0525 0.2559 0.4075
C2 2.9698 -0.0945 0.0041
C3 -3.2785 -0.2581 0.3547
O3 -1.9550 -1.1872 -0.2801
O4 1.8038 -0.0463 -0.0356

***

No. 4
Computed, not measured: a molecular structure, C16H37BrIN3O3Si in a non-equilibrium geometry, with ωB97M-V/def2-TZVPD.

The frontier orbital gap comes out at 9.4 eV. The calculation puts the calculated total energy at -4183.0620 a.u. The net charge is 0. As for the highest occupied orbital energy: -8.92 eV.

Element x y z (Å)
C1 -3.2822 -5.1956 -2.6135
C2 -0.1110 0.1495 0.7668
H1 -1.4426 0.9505 2.2925
H2 3.3961 -0.5987 -1.0839
H3 -0.7493 -2.0350 2.3543
H4 3.3292 -1.2183 2.1107
C3 2.3056 -0.7295 -0.9491
C4 4.6158 2.6774 -1.0756
H5 -4.1545 -7.1307 -2.9296
O1 4.0281 2.3954 -0.0407
C5 -5.0877 6.3446 2.6148
H6 7.6041 2.5178 -2.2548
H7 -3.9118 3.9869 0.0019
H8 -4.1102 2.9639 1.4384
C6 2.7442 -0.2879 2.1973
H9 3.8903 3.2873 -2.9992
H10 -2.0659 -1.2188 3.3568
C7 -4.4697 -6.1228 -2.6554
H11 6.0507 1.3482 -0.7228
H12 -2.1181 -6.1828 0.2170
H13 1.8214 -0.1981 -1.7933
H14 2.8620 -2.9500 0.7718
H15 -0.5848 -0.6840 0.2280
H16 -4.9720 -6.1397 -1.6870
H17 6.6707 1.2804 -3.1192
I1 -0.8627 1.9486 -0.2614
H18 4.8298 4.5337 -2.1279
H19 -5.2465 4.2936 1.1324
H20 1.7261 -4.0677 0.0428
H21 3.1800 4.1437 -1.6249
H22 -3.0721 -7.2287 -0.8532
H23 -5.1718 -5.7644 -3.4031
H24 -1.3061 -7.1674 -1.0168
O2 -2.7593 6.5780 3.1035
N1 -3.3207 4.8506 1.7952
Si1 1.8004 0.2206 0.6266
Br1 0.1222 -2.4318 -1.9995
H25 -5.4745 6.5744 1.6208
H26 0.0553 0.3577 3.0132
N2 5.7692 2.0354 -1.4036
O3 -3.1980 -4.2171 -3.3384
H27 6.2019 2.9875 -3.2352
H28 -2.1425 -1.2898 1.5789
H29 2.1318 -0.3785 3.1087
C8 1.8530 -2.2215 -1.0345
H30 -5.1772 7.2324 3.2348
C9 4.1016 3.7280 -2.0236
H31 -1.5283 -4.8170 -1.7612
H32 -5.6748 5.5440 3.0673
C10 -3.6359 5.9479 2.5332
H33 3.4845 0.5094 2.4055
C11 6.6027 2.2248 -2.5757
H34 -2.3334 4.6450 1.7855
C12 -0.6872 0.1483 2.2313
H35 1.0477 -2.7408 0.9856
H36 2.5822 -2.7344 -1.6843
H37 2.1334 1.6249 0.3816
C13 -4.2104 3.9798 1.0519
C14 1.8679 -2.9999 0.3022
N3 -2.2871 -5.4799 -1.7320
C15 -2.2017 -6.5829 -0.7957
C16 -1.4578 -1.1963 2.4438

***

No. 5
Computed, not measured: a molecular structure, C7H14BrF8INO2P2 in a non-equilibrium geometry, with ωB97M-V/def2-TZVPD.

The frontier orbital gap comes out at 6.8 eV. The calculation puts the calculated total energy at -4833.7733 a.u. The net charge is -1. As for the highest occupied orbital energy: -4.26 eV.

Element x y z (Å)
O1 -5.1898 -0.4921 -0.0400
H1 -3.2952 0.1614 -0.6778
C1 -5.4050 -1.5623 -0.9182
C2 6.3749 1.7463 0.0156
H2 2.7150 -0.8449 0.2615
F1 -6.3476 -1.1473 -1.7935
C3 -1.9738 -1.7820 0.8220
F2 -2.2623 0.2384 1.9204
H3 -1.2064 -1.3144 0.1988
P1 2.9676 1.6064 -0.0129
I1 0.7300 0.8597 0.9105
H4 2.2870 3.5584 -1.0473
H5 7.0481 2.6304 0.1803
H6 -4.0318 0.9810 0.6559
C4 -3.8514 -0.0141 0.2434
H7 6.1771 1.2227 0.9797
H8 4.3590 -0.3734 0.8599
H9 4.0059 -0.5531 -0.9347
C5 3.6044 -0.1898 0.0558
H10 6.9413 1.0294 -0.6398
H11 2.9544 3.8429 0.4650
F3 -5.9611 -3.8663 -1.0810
F4 -1.3549 -2.3451 1.8894
F5 -2.5247 -2.7969 0.1289
F6 -4.3021 -1.7776 -1.6481
N1 2.2776 3.2869 -0.0613
H12 2.4034 1.4159 -1.3442
F7 -3.8072 -1.2455 2.2585
P2 4.8455 2.3848 -0.8849
Br1 3.6281 2.0719 2.1680
C6 -2.9859 -0.7309 1.3090
O2 4.9362 1.7050 -2.4806
C7 -5.9346 -2.8242 -0.2153
H13 -6.9481 -2.6538 0.1552
H14 4.3047 0.9696 -2.5242
F8 -5.1779 -3.1974 0.8262